{"formula": "C33H48CdIN8O7P2S", "method": "ωB97M-V with the def2-TZVPD basis set", "symbols": ["I", "Cd", "S", "P", "P", "O", "O", "O", "O", "O", "O", "O", "N", "N", "N", "N", "N", "N", "N", "N", "C", "C", "C", "C", "C", "C", "C", "C", "C", "C", "C", "C", "C", "C", "C", "C", "C", "C", "C", "C", "C", "C", "C", "C", "C", "C", "C", "C", "C", "C", "C", "C", "C", "H", "H", "H", "H", "H", "H", "H", "H", "H", "H", "H", "H", "H", "H", "H", "H", "H", "H", "H", "H", "H", "H", "H", "H", "H", "H", "H", "H", "H", "H", "H", "H", "H", "H", "H", "H", "H", "H", "H", "H", "H", "H", "H", "H", "H", "H", "H", "H"], "xyz": [[-3.566679, -3.200297, -2.751313], [0.011872, 0.371379, 0.530362], [-3.428684, 1.589003, -4.199500], [3.014993, -1.060136, 0.379241], [1.628327, -1.959515, -1.989315], [-3.816644, 2.496196, -5.240103], [1.737399, -1.028246, 1.155383], [0.737523, 2.063577, -0.947504], [-2.447943, 0.578556, -4.523597], [-1.219354, 1.134905, -1.282869], [0.679154, -0.926448, -1.537427], [2.890300, -1.987177, -0.928604], [-0.095635, 0.223110, 3.106604], [2.286307, -1.678863, -3.448954], [-1.514003, -1.437185, 0.556334], [1.070079, -3.490942, -1.949599], [-1.371990, 2.075574, 1.653277], [3.478764, 0.400317, -0.157516], [4.201989, -1.749205, 1.274039], [-2.960834, 2.466045, -2.888148], [-4.847742, 0.742925, -3.572917], [-3.626676, 3.413480, 2.525566], [-8.221782, -1.588250, -2.316933], [-5.184430, 0.682615, -2.229235], [-2.856619, -2.818080, -0.842876], [-5.600746, 0.057884, -4.516198], [-7.046525, -0.769798, -2.763768], [3.990063, 0.707499, -1.482767], [0.586196, -0.675611, 3.812115], [-0.448799, 2.633206, -2.973260], [-1.807677, 0.157083, 4.766879], [-1.804206, -2.222757, 1.593608], [-1.266413, 0.657311, 3.585662], [-0.289575, 1.909414, -1.653584], [-3.082664, 2.385264, 3.275400], [3.473179, -2.376812, -3.911324], [0.692555, -4.031014, -0.650546], [-6.692046, -0.691183, -4.106308], [-2.630555, -3.326920, 1.476531], [-1.946210, 1.734609, 2.805275], [-3.011589, 3.781397, 1.341101], [-1.884554, 3.080873, 0.948348], [0.132075, -1.205885, 5.009273], [-2.027939, -1.722542, -0.640870], [-6.279488, -0.069690, -1.837074], [1.163980, -4.469472, -3.015818], [-3.167077, -3.632840, 0.234548], [3.384205, 1.556047, 0.729408], [3.904340, -2.998717, 1.966073], [-1.100276, -0.790692, 5.484657], [1.858046, -0.554521, -4.270809], [-1.804314, 3.349767, -3.124751], [5.588685, -1.644133, 0.838111], [-7.281706, -1.219145, -4.845682], [-2.842405, -3.938733, 2.341317], [1.454525, -4.720109, -0.272233], [3.297402, -2.827885, -4.890640], [-4.620678, 1.230965, -1.487965], [-8.743721, -2.027535, -3.164818], [-6.545300, -0.110101, -0.787249], [1.294195, -3.974089, -3.973796], [-7.903748, -2.400377, -1.660290], [4.084141, -3.864727, 1.321079], [-4.510087, 3.930662, 2.874054], [0.558988, -3.221650, 0.068477], [0.371982, 3.337515, -3.097571], [-1.743491, -1.061858, -1.450167], [4.072351, -0.195699, -2.082405], [3.751108, -3.167280, -3.215860], [5.771349, -0.667038, 0.396479], [-1.505024, -1.190480, 6.404360], [-3.808639, -4.494148, 0.106578], [-0.388463, 1.875754, -3.758248], [-1.885879, 4.186888, -2.426186], [4.316251, -1.684671, -3.999780], [0.731443, -1.927443, 5.543886], [4.979967, 1.166838, -1.409131], [3.018382, 1.250943, 1.709705], [4.543482, -3.082406, 2.845350], [6.242211, -1.753056, 1.704114], [0.233191, -5.037936, -3.057227], [-2.764544, 0.499087, 5.127106], [-2.675419, 1.801952, -2.159899], [-3.535981, 2.115491, 4.215564], [-3.387551, 4.587493, 0.729665], [2.865293, -3.003592, 2.288623], [-1.357321, 3.342475, 0.045434], [3.313462, 1.405279, -1.982436], [2.697074, 2.289665, 0.302852], [-8.935369, -0.979423, -1.761016], [5.845190, -2.420380, 0.109042], [-1.882985, 3.773999, -4.125221], [1.608239, -0.903445, -5.274600], [2.657520, 0.188762, -4.344630], [1.526521, -0.988662, 3.381881], [-5.340712, 0.116540, -5.563867], [1.989920, -5.169123, -2.852293], [4.370216, 2.008506, 0.861372], [0.981121, -0.090747, -3.827435], [-1.352424, -1.960055, 2.541149], [-0.256499, -4.564231, -0.740086]], "atomic_forces_ev_per_a": [[-0.1, 0.0, -0.1], [0.0, 0.0, 0.2], [0.1, -0.1, 0.0], [-0.2, 0.1, -0.1], [0.0, 0.0, 0.0], [0.0, 0.0, 0.0], [0.2, 0.0, 0.0], [0.2, 0.0, 0.1], [0.0, 0.0, 0.0], [-0.2, 0.0, 0.0], [0.0, 0.1, -0.1], [0.1, 0.0, 0.0], [-0.2, 0.0, -0.1], [0.0, -0.1, 0.1], [0.0, 0.1, 0.1], [0.1, 0.0, 0.1], [0.0, 0.0, -0.2], [0.1, -0.1, 0.0], [0.0, 0.1, 0.0], [0.1, 0.0, 0.0], [0.0, 0.0, -0.1], [0.0, 0.0, 0.0], [-0.1, -0.1, 0.0], [0.0, 0.0, 0.0], [0.1, 0.1, 0.1], [0.0, 0.0, 0.1], [0.1, 0.0, 0.0], [0.0, 0.0, -0.1], [0.1, -0.1, 0.1], [-0.1, 0.0, 0.0], [0.1, 0.0, -0.1], [-0.1, -0.1, 0.0], [0.0, 0.0, 0.1], [-0.1, -0.1, -0.1], [0.1, 0.0, -0.1], [0.1, -0.1, 0.0], [0.0, 0.0, 0.1], [0.0, 0.0, 0.0], [0.1, 0.1, 0.0], [0.0, 0.0, 0.1], [0.0, -0.1, 0.0], [0.0, 0.1, 0.1], [0.0, 0.1, 0.0], [0.0, 0.0, -0.1], [0.0, 0.0, 0.0], [0.0, 0.0, -0.1], [0.0, 0.0, 0.0], [0.0, 0.0, 0.1], [-0.1, 0.0, 0.0], [0.0, 0.0, 0.0], [0.0, 0.1, 0.0], [0.0, 0.0, 0.0], [0.0, 0.0, 0.0], [0.0, 0.0, 0.0], [0.0, 0.0, 0.0], [0.0, 0.0, 0.0], [0.0, 0.0, 0.0], [0.0, 0.0, 0.0], [0.0, 0.0, 0.0], [0.0, 0.0, 0.0], [0.0, 0.0, 0.0], [0.0, 0.0, 0.0], [0.0, 0.0, 0.0], [0.0, 0.0, 0.0], [0.0, 0.0, 0.0], [0.0, 0.0, 0.0], [-0.1, 0.0, 0.0], [0.0, 0.0, 0.0], [0.0, 0.0, 0.0], [0.0, 0.0, 0.0], [0.0, 0.0, 0.0], [0.0, 0.0, 0.0], [0.1, 0.0, 0.0], [0.0, -0.1, 0.0], [0.0, 0.0, 0.0], [0.0, 0.0, 0.0], [0.0, 0.0, 0.0], [0.0, 0.0, 0.0], [0.0, 0.0, 0.0], [0.0, 0.0, 0.0], [0.0, 0.0, 0.0], [0.0, 0.0, 0.0], [0.0, 0.0, 0.0], [0.0, 0.0, 0.0], [0.0, 0.0, 0.0], [0.0, 0.0, 0.0], [0.0, 0.0, -0.1], [0.0, 0.0, 0.0], [0.1, 0.0, 0.0], [0.0, 0.0, 0.0], [0.0, 0.0, 0.0], [0.0, 0.0, 0.0], [0.0, 0.0, 0.0], [0.0, 0.0, 0.0], [0.0, 0.0, 0.0], [0.0, 0.0, 0.0], [0.0, 0.0, 0.0], [0.0, 0.0, 0.0], [0.0, 0.0, 0.0], [0.0, 0.0, 0.0], [0.0, 0.0, 0.0]], "max_force_ev_per_a": 0.24, "homo_ev": -10.860, "e_lumo_ha": -0.09556, "total_charge": 1, "e_above_lowest_ev": 0.000, "gap_ev": 8.2602, "energy_ha": -3797.458100}